Run i
{"formula": "C8H10S", "method": "ωB97M-V with the def2-TZVPD basis set", "homo_lumo_gap_ev": 9.43, "lumo_ev": 1.0, "smiles": "Cc1sccc1C1CC1", "mol_weight_g_mol": 138.2, "elements": ["C", "C", "S", "C", "C", "C", "C", "C", "C", "H", "H", "H", "H", "H", "H", "H", "H", "H", "H"], "positions_angstrom": [[0.378, -2.127, 1.316], [-0.195, -1.365, 0.087], [-1.090, -2.386, -1.050], [-1.306, -1.147, -2.197], [-0.514, -0.064, -1.855], [0.054, -0.182, -0.580], [0.820, 0.906, 0.165], [0.061, 1.560, 1.301], [0.292, 2.357, 0.088], [-0.466, -2.351, 2.011], [0.816, -2.943, 0.938], [1.023, -1.519, 1.772], [-1.947, -1.298, -3.110], [-0.333, 0.851, -2.345], [1.942, 0.952, 0.262], [0.712, 1.733, 2.280], [-0.858, 1.246, 1.629], [-0.423, 2.633, -0.620], [1.034, 3.145, -0.091]], "nbo_charge": [-0.613, -0.144, 0.409, -0.429, -0.261, -0.088, -0.251, -0.399, -0.429, 0.219, 0.218, 0.217, 0.247, 0.222, 0.228, 0.204, 0.221, 0.214, 0.216]}

Run ii
{"formula": "C8H10S", "method": "ωB97M-V with the def2-TZVPD basis set", "homo_lumo_gap_ev": 9.45, "lumo_ev": 0.9, "smiles": "CC[C@@H]1Cc2ccsc21", "mol_weight_g_mol": 138.2, "elements": ["C", "C", "C", "C", "C", "C", "C", "S", "C", "H", "H", "H", "H", "H", "H", "H", "H", "H", "H"], "positions_angstrom": [[2.930, 0.901, -0.063], [1.390, 1.158, -0.365], [0.458, 0.291, 0.583], [0.151, -1.234, 0.213], [-1.292, -0.911, 0.081], [-2.606, -1.378, -0.252], [-3.527, -0.380, -0.196], [-2.797, 1.184, 0.145], [-1.316, 0.407, 0.375], [3.084, 1.497, 0.968], [3.450, 1.332, -0.801], [3.206, -0.208, -0.122], [1.066, 0.914, -1.338], [1.284, 2.161, -0.164], [0.700, 0.407, 1.698], [0.593, -1.986, 0.894], [0.502, -1.433, -0.766], [-2.764, -2.387, -0.422], [-4.512, -0.333, -0.468]], "nbo_charge": [-0.592, -0.408, -0.106, -0.431, -0.107, -0.243, -0.385, 0.429, -0.243, 0.206, 0.200, 0.207, 0.200, 0.204, 0.210, 0.217, 0.205, 0.217, 0.221]}

run i is preferred energetically. Next in line: 0.810 eV higher.

Run i
{"formula": "C32H37CoN5O9SSb", "method": "ωB97M-V with the def2-TZVPD basis set", "homo_lumo_gap_ev": [6.05, 6.06], "lumo_ev": [-3.6, -3.5], "multiplicity": 2, "mol_weight_g_mol": 848.4, "s_squared": 0.756, "charge": 1, "elements": ["Co", "O", "C", "O", "C", "C", "C", "C", "C", "N", "C", "O", "O", "H", "H", "H", "H", "H", "N", "C", "C", "C", "C", "N", "C", "N", "N", "C", "O", "O", "H", "H", "H", "H", "H", "H", "H", "H", "H", "H", "H", "H", "H", "H", "C", "S", "O", "O", "O", "H", "H", "H", "C", "C", "C", "C", "C", "C", "Sb", "C", "C", "C", "C", "C", "C", "C", "C", "C", "C", "C", "C", "H", "H", "H", "H", "H", "H", "H", "H", "H", "H", "H", "H", "H", "H", "H"], "positions_angstrom": [[0.190, -0.859, 0.750], [2.474, -0.862, -2.901], [1.831, -0.944, -1.747], [1.611, -0.007, -1.005], [1.389, -2.341, -1.424], [1.581, -3.404, -2.293], [1.090, -4.645, -1.927], [0.405, -4.774, -0.728], [0.241, -3.657, 0.076], [0.751, -2.472, -0.261], [-0.525, -3.626, 1.378], [-1.189, -4.714, 1.751], [-0.532, -2.639, 2.067], [2.525, 0.070, -3.179], [2.092, -3.249, -3.232], [1.224, -5.500, -2.574], [0.014, -5.742, -0.446], [-1.176, -5.413, 1.086], [1.850, -0.634, 1.840], [1.634, 0.421, 2.861], [2.888, 1.213, 3.229], [3.682, 1.824, 2.067], [2.901, 2.797, 1.183], [2.220, 3.831, 1.946], [2.709, 4.984, 2.329], [3.931, 5.399, 1.963], [1.979, 5.762, 3.138], [0.442, 1.293, 2.418], [0.297, 2.410, 2.930], [-0.326, 0.774, 1.560], [2.234, -1.467, 2.273], [2.533, -0.314, 1.157], [1.266, -0.087, 3.757], [3.563, 0.579, 3.810], [2.559, 2.007, 3.900], [4.093, 1.047, 1.413], [4.555, 2.327, 2.490], [2.119, 2.282, 0.619], [3.540, 3.246, 0.421], [1.323, 3.503, 2.348], [4.427, 4.904, 1.244], [4.219, 6.343, 2.149], [1.053, 5.472, 3.406], [2.297, 6.667, 3.429], [-3.728, -1.916, 0.026], [-2.756, -0.510, -0.449], [-2.982, 0.515, 0.529], [-3.079, -0.219, -1.827], [-1.334, -1.052, -0.412], [-4.775, -1.636, -0.067], [-3.500, -2.165, 1.061], [-3.505, -2.745, -0.642], [-4.310, 4.705, -3.989], [-3.478, 3.906, -4.756], [-2.453, 3.185, -4.158], [-2.244, 3.256, -2.784], [-3.106, 4.040, -2.019], [-4.125, 4.767, -2.615], [-0.730, 2.101, -1.789], [0.031, 1.210, -3.593], [0.845, 1.808, -4.555], [1.207, 1.122, -5.709], [0.731, -0.163, -5.937], [-0.111, -0.757, -5.007], [-0.448, -0.080, -3.840], [0.651, 3.772, -1.563], [1.942, 3.870, -2.076], [2.725, 5.001, -1.866], [2.225, 6.068, -1.132], [0.955, 5.974, -0.579], [0.191, 4.833, -0.778], [-5.110, 5.265, -4.456], [-3.626, 3.839, -5.827], [-1.819, 2.564, -4.778], [-3.014, 4.066, -0.939], [-4.786, 5.368, -2.004], [1.173, 2.833, -4.432], [1.838, 1.603, -6.446], [0.998, -0.688, -6.845], [-0.516, -1.743, -5.195], [-1.124, -0.544, -3.127], [2.356, 3.061, -2.666], [3.714, 5.061, -2.307], [2.812, 6.970, -1.008], [0.548, 6.801, -0.008], [-0.791, 4.784, -0.322]], "mulliken_spin": [0.996, 0.000, 0.012, 0.014, -0.010, 0.002, -0.002, 0.000, -0.001, -0.020, 0.004, -0.002, 0.024, -0.001, 0.000, 0.000, 0.000, 0.001, -0.015, -0.001, 0.001, 0.000, -0.001, 0.000, 0.000, 0.000, 0.000, -0.001, -0.001, -0.006, -0.001, 0.005, -0.001, 0.000, 0.000, 0.000, 0.000, -0.002, 0.000, 0.000, 0.000, 0.000, 0.000, 0.000, -0.001, 0.002, 0.000, -0.001, -0.015, 0.000, 0.000, 0.000, 0.000, 0.000, 0.000, 0.000, 0.000, 0.000, 0.022, 0.000, 0.000, 0.000, 0.000, 0.000, 0.000, 0.001, -0.001, 0.000, 0.000, 0.000, 0.000, 0.000, 0.000, 0.000, 0.000, 0.000, 0.000, 0.000, 0.000, 0.000, 0.000, 0.000, 0.000, 0.000, 0.000, 0.000]}

Run ii
{"formula": "C32H37CoN5O9SSb", "method": "ωB97M-V with the def2-TZVPD basis set", "homo_lumo_gap_ev": [5.82, 5.84], "lumo_ev": [-3.4, -3.4], "multiplicity": 2, "mol_weight_g_mol": 848.4, "s_squared": 0.756, "charge": 1, "elements": ["Co", "O", "C", "O", "C", "C", "C", "C", "C", "N", "C", "O", "O", "H", "H", "H", "H", "H", "N", "C", "C", "C", "C", "N", "C", "N", "N", "C", "O", "O", "H", "H", "H", "H", "H", "H", "H", "H", "H", "H", "H", "H", "H", "H", "C", "S", "O", "O", "O", "H", "H", "H", "C", "C", "C", "C", "C", "C", "Sb", "C", "C", "C", "C", "C", "C", "C", "C", "C", "C", "C", "C", "H", "H", "H", "H", "H", "H", "H", "H", "H", "H", "H", "H", "H", "H", "H"], "positions_angstrom": [[0.964, 0.722, -0.359], [5.077, 1.561, -0.231], [3.761, 1.491, -0.074], [2.957, 1.982, -0.829], [3.373, 0.753, 1.176], [4.291, 0.371, 2.140], [3.826, -0.315, 3.250], [2.475, -0.608, 3.346], [1.627, -0.197, 2.329], [2.075, 0.489, 1.279], [0.151, -0.494, 2.250], [-0.453, -1.080, 3.278], [-0.477, -0.190, 1.261], [5.263, 2.013, -1.069], [5.339, 0.599, 2.011], [4.508, -0.633, 4.026], [2.121, -1.168, 4.201], [0.153, -1.317, 3.989], [-0.065, 2.379, 0.051], [-0.358, 3.094, -1.218], [-1.613, 3.961, -1.029], [-2.184, 4.815, -2.169], [-1.195, 5.692, -2.932], [-0.507, 4.845, -3.893], [0.448, 5.198, -4.714], [1.028, 4.251, -5.464], [0.868, 6.473, -4.805], [-0.381, 2.029, -2.336], [-0.731, 2.368, -3.483], [0.029, 0.887, -2.021], [-0.941, 2.006, 0.419], [0.280, 3.028, 0.751], [0.513, 3.722, -1.431], [-1.394, 4.625, -0.186], [-2.419, 3.303, -0.689], [-2.944, 5.460, -1.728], [-2.705, 4.185, -2.893], [-0.482, 6.175, -2.253], [-1.745, 6.479, -3.457], [-0.730, 3.804, -3.821], [0.742, 3.290, -5.347], [1.745, 4.467, -6.131], [0.318, 7.201, -4.386], [1.504, 6.746, -5.533], [3.036, -2.962, -0.432], [1.480, -2.208, -0.954], [-1.731, -1.637, -0.768], [1.294, -2.701, -2.327], [2.005, -0.730, -0.986], [2.923, -4.045, -0.473], [3.274, -2.656, 0.590], [3.815, -2.639, -1.122], [-4.197, -6.248, -1.947], [-2.923, -5.815, -2.287], [-2.268, -4.888, -1.488], [-2.894, -4.375, -0.353], [-4.174, -4.805, -0.024], [-4.821, -5.746, -0.814], [-1.774, -2.930, 0.737], [-2.544, -1.715, -1.869], [-3.930, -1.730, -1.761], [-4.711, -1.792, -2.908], [-4.120, -1.845, -4.161], [-2.733, -1.852, -4.257], [-1.943, -1.796, -3.121], [-3.352, -2.040, 1.875], [-3.727, -0.720, 1.639], [-4.674, -0.099, 2.443], [-5.255, -0.793, 3.497], [-4.882, -2.106, 3.746], [-3.929, -2.721, 2.944], [-4.705, -6.974, -2.568], [-2.438, -6.197, -3.176], [-1.276, -4.549, -1.775], [-4.689, -4.394, 0.838], [-5.819, -6.076, -0.551], [-4.402, -1.720, -0.787], [-5.789, -1.810, -2.813], [-4.732, -1.899, -5.051], [-2.258, -1.919, -5.228], [-0.863, -1.836, -3.177], [-3.283, -0.182, 0.809], [-4.966, 0.925, 2.247], [-5.998, -0.312, 4.120], [-5.334, -2.654, 4.564], [-3.646, -3.746, 3.163]], "mulliken_spin": [1.002, 0.001, 0.000, 0.019, 0.002, 0.001, -0.001, 0.000, -0.002, -0.015, 0.002, -0.002, 0.016, -0.001, 0.000, 0.000, 0.000, 0.000, -0.004, 0.001, 0.001, 0.000, 0.000, 0.000, 0.000, 0.000, 0.000, -0.007, -0.001, 0.012, -0.003, 0.001, -0.001, 0.000, 0.000, 0.000, 0.000, 0.000, 0.000, 0.000, 0.000, 0.000, 0.000, 0.000, -0.001, 0.001, -0.003, 0.000, -0.022, 0.000, 0.000, 0.000, 0.000, 0.000, 0.000, 0.000, 0.000, 0.000, 0.000, 0.004, 0.000, 0.000, 0.000, 0.000, 0.000, 0.000, 0.000, 0.000, 0.000, 0.000, 0.000, 0.000, 0.000, 0.000, 0.000, 0.000, 0.000, 0.000, 0.000, 0.000, 0.000, 0.000, 0.000, 0.000, 0.000, 0.000]}

run i is preferred energetically. Next in line: 0.663 eV higher.

Run i
{"formula": "C4H10O2", "method": "ωB97M-V with the def2-TZVPD basis set", "homo_lumo_gap_ev": 10.73, "lumo_ev": 0.8, "smiles": "CC(C)(O)CO", "mol_weight_g_mol": 90.1, "elements": ["C", "C", "C", "O", "C", "O", "H", "H", "H", "H", "H", "H", "H", "H", "H", "H"], "positions_angstrom": [[0.722, 1.241, -0.606], [0.313, -0.028, 0.163], [0.331, -1.289, -0.686], [1.257, -0.293, 1.193], [-1.054, 0.062, 0.886], [-2.165, 0.209, 0.050], [0.021, 1.573, -1.376], [1.668, 1.168, -1.166], [0.893, 2.099, 0.082], [1.348, -1.553, -1.048], [-0.075, -2.141, -0.114], [-0.302, -1.076, -1.536], [1.369, 0.551, 1.666], [-1.088, -0.880, 1.490], [-1.025, 0.918, 1.549], [-2.212, -0.561, -0.547]], "nbo_charge": [-0.644, 0.209, -0.628, -0.717, -0.071, -0.713, 0.226, 0.220, 0.204, 0.231, 0.214, 0.200, 0.462, 0.165, 0.173, 0.467]}

Run ii
{"formula": "C4H10O2", "method": "ωB97M-V with the def2-TZVPD basis set", "homo_lumo_gap_ev": 11.07, "lumo_ev": 0.8, "smiles": "CC(=O)[C@@H](C)O.[H][H]", "mol_weight_g_mol": 90.1, "elements": ["C", "C", "O", "C", "C", "O", "H", "H", "H", "H", "H", "H", "H", "H", "H", "H"], "positions_angstrom": [[0.635, 1.970, -0.556], [0.731, 0.723, 0.285], [1.791, 0.302, 0.707], [-0.553, -0.023, 0.645], [-1.284, -0.530, -0.598], [-0.246, -1.095, 1.494], [0.280, 1.730, -1.564], [-0.082, 2.671, -0.115], [1.619, 2.438, -0.621], [-1.205, 0.697, 1.170], [-0.628, -1.172, -1.194], [-1.648, 0.292, -1.224], [-2.143, -1.128, -0.281], [0.714, -1.029, 1.654], [0.853, -2.648, 0.019], [1.301, -2.994, -0.465]], "nbo_charge": [-0.725, 0.586, -0.555, -0.003, -0.624, -0.715, 0.240, 0.235, 0.242, 0.179, 0.219, 0.208, 0.230, 0.493, 0.005, -0.013]}

run i is preferred energetically. Next in line: 0.585 eV higher.

Run i
{"formula": "C4H10O2", "method": "ωB97M-V with the def2-TZVPD basis set", "homo_lumo_gap_ev": 10.70, "lumo_ev": 0.8, "smiles": "CC(CO)CO", "mol_weight_g_mol": 90.1, "elements": ["C", "C", "C", "O", "C", "O", "H", "H", "H", "H", "H", "H", "H", "H", "H", "H"], "positions_angstrom": [[1.462, 0.017, 1.009], [0.439, -0.315, -0.077], [0.083, 0.993, -0.780], [-1.045, 0.849, -1.645], [-0.813, -0.980, 0.508], [-1.613, -1.603, -0.468], [2.310, 0.575, 0.596], [1.001, 0.648, 1.782], [1.853, -0.882, 1.497], [0.866, -1.019, -0.804], [0.942, 1.365, -1.358], [-0.141, 1.739, -0.003], [-1.684, 1.525, -1.404], [-0.528, -1.763, 1.220], [-1.380, -0.218, 1.080], [-1.750, -0.931, -1.153]], "nbo_charge": [-0.607, -0.279, -0.056, -0.742, -0.052, -0.727, 0.212, 0.202, 0.218, 0.210, 0.173, 0.160, 0.479, 0.180, 0.143, 0.486]}

Run ii
{"formula": "C4H10O2", "method": "ωB97M-V with the def2-TZVPD basis set", "homo_lumo_gap_ev": 9.83, "lumo_ev": 0.6, "smiles": "OCCO.C=C", "mol_weight_g_mol": 90.1, "elements": ["O", "C", "C", "O", "H", "H", "H", "H", "H", "H", "C", "C", "H", "H", "H", "H"], "positions_angstrom": [[-1.914, 1.142, -1.219], [-1.754, 0.102, -0.292], [-0.536, -0.731, -0.686], [0.467, 0.254, -1.038], [-1.000, 1.425, -1.385], [-1.643, 0.496, 0.735], [-2.663, -0.510, -0.303], [-0.701, -1.302, -1.595], [-0.316, -1.455, 0.127], [1.190, -0.092, -1.580], [1.201, -0.362, 1.592], [1.754, 0.575, 0.831], [1.569, -1.384, 1.595], [0.341, -0.133, 2.215], [2.623, 0.380, 0.204], [1.382, 1.594, 0.799]], "nbo_charge": [-0.719, -0.084, -0.097, -0.742, 0.483, 0.157, 0.183, 0.178, 0.188, 0.489, -0.473, -0.326, 0.191, 0.193, 0.180, 0.197]}

run i is preferred energetically. Next in line: 1.878 eV higher.